Record 1
The ion C4H12N4S with charge +2 at a distorted geometry, computed with ωB97M-V with the def2-TZVPD basis set.

* total charge: +2
* M: 148.24 g mol⁻¹
* energy above the lowest of the compared OMol25 structures with the same formula, charge and spin: 5.145 eV
* HOMO-LUMO gap (spin up / spin down): 7.2 / 6.9 eV
* E_tot: -775.98284 a.u.

```
21
C4H12N4S ωB97M-V with the def2-TZVPD basis set
C 1.4832 0.1411 -0.1890
C -1.3808 0.9833 1.3257
C -2.0065 0.4868 -1.1081
C -0.9842 0.8165 -0.0721
N 2.5567 -0.5839 0.0701
N 0.0705 -0.2243 -0.1576
N 2.8546 -1.6812 0.6872
N -0.3650 -1.4482 -0.3428
S 1.9014 1.7764 -0.5907
H -1.4807 -0.0209 1.7392
H -0.6539 1.4513 1.9563
H -2.3469 1.4005 1.5242
H -2.9043 -0.0906 -0.8201
H -1.5296 0.0954 -2.0180
H -2.4475 1.4823 -1.4111
H -0.5419 1.8074 -0.4899
H 3.7891 -1.8604 0.9916
H 2.0366 -2.2852 1.2070
H 0.1435 -2.0615 -1.0082
H -1.3862 -1.6389 -0.1669
H 3.1919 1.4544 -1.1268
```

---

Record 2
A cluster of 2 separate species, C2H3N2O2S in total at a distorted geometry, computed with ωB97M-V with the def2-TZVPD basis set.

* total charge: -1
* M: 119.12 g mol⁻¹
* energy above the lowest of the compared OMol25 structures with the same formula, charge and spin: 5.609 eV
* HOMO-LUMO gap (spin up / spin down): 6.4 / 6.4 eV
* E_tot: -736.01705 a.u.

```
10
C2H3N2O2S ωB97M-V with the def2-TZVPD basis set
C 0.5989 -1.1217 -0.8285
C -1.5060 0.2635 -0.2487
N 1.3186 -0.5983 0.1807
N 2.1802 0.3691 -0.0492
O 2.7559 0.8103 0.9725
O -1.6218 1.3458 -0.9752
S -2.5615 -0.1353 0.9427
H 0.0161 -1.9788 -0.4227
H 1.2187 -0.8553 1.1865
H -2.3991 1.9007 -0.7578
```

---

Record 3
An isolated molecule of C21H22O4 at a distorted geometry, computed with ωB97M-V with the def2-TZVPD basis set.

* M: 338.40 g mol⁻¹
* energy above the lowest of the compared OMol25 structures with the same formula, charge and spin: 4.595 eV
* HOMO-LUMO gap: 8.3 eV
* SMILES: CC1=C(COc2c3ccoc3cc3oc(=O)ccc23)CCC(C)(C)C1
* E_tot: -1114.23771 a.u.

```
47
C21H22O4 ωB97M-V with the def2-TZVPD basis set
C 1.0490 -0.7298 1.7143
C 1.1917 -0.6531 0.1911
C 0.8376 0.4937 -0.6063
C 0.2088 1.7525 0.0883
O -1.0898 1.8579 -0.4722
C -2.0737 1.4167 0.5073
C -2.5274 2.3059 1.4145
C -2.1908 3.6629 1.6187
C -2.8971 4.2057 2.6548
O -3.7614 3.1723 3.1543
C -3.4848 2.0054 2.3238
C -4.0757 0.7253 2.2798
C -3.4895 -0.3050 1.5309
O -3.9882 -1.6347 1.5935
C -3.6049 -2.5102 0.6460
O -4.0006 -3.6660 0.6366
C -2.6992 -2.1257 -0.3905
C -2.1776 -0.8040 -0.5237
C -2.5965 0.0627 0.5335
C 1.1795 0.5524 -2.1468
C 1.9294 -0.6726 -2.6660
C 2.9711 -1.2236 -1.5786
C 3.8733 -0.0562 -0.9428
C 3.9027 -2.3954 -2.0316
C 1.9946 -1.7800 -0.5942
H 0.0956 -0.3826 1.9749
H 1.8718 -0.1280 2.2025
H 1.1373 -1.7693 2.0602
H 0.3075 1.6423 1.1856
H 0.7335 2.7698 -0.1076
H -1.3725 4.0842 1.0400
H -2.8193 5.1508 3.0940
H -4.9144 0.3750 2.9074
H -2.7143 -2.9246 -1.1412
H -1.5638 -0.4543 -1.3288
H 1.6900 1.5037 -2.2220
H 0.2610 0.6692 -2.7312
H 1.1761 -1.3956 -2.8596
H 2.5852 -0.5295 -3.5363
H 3.9720 0.8935 -1.4601
H 3.5903 0.1436 0.0716
H 5.0137 -0.3788 -0.9801
H 3.2944 -3.2090 -2.3581
H 4.5091 -2.8446 -1.1619
H 4.7154 -2.0815 -2.7276
H 2.5501 -2.2733 0.2523
H 1.4009 -2.5183 -1.1086
```

---

Record 4
A structure of composition C25H44OP2Ti at a distorted geometry, computed with ωB97M-V with the def2-TZVPD basis set.

* expectation value of S²: 0.755
* total charge: +1
* M: 470.44 g mol⁻¹
* energy above the lowest of the compared OMol25 structures with the same formula, charge and spin: 4.318 eV
* HOMO-LUMO gap (spin up / spin down): 5.5 / 5.5 eV
* multiplicity: 2
* E_tot: -2585.83991 a.u.

```
73
C25H44OP2Ti ωB97M-V with the def2-TZVPD basis set
Ti -0.6976 0.4395 -0.2313
C -0.9904 -1.4320 2.1092
C 0.3273 -1.6391 1.4835
C 0.5667 -0.3297 3.3833
C -0.7932 -0.6276 3.2638
C 1.2714 -1.0001 2.3720
C -2.1986 -2.2820 1.9752
H -2.0311 -3.1259 1.2977
H -3.0829 -1.7213 1.6228
H -2.4099 -2.7335 2.9628
C -1.8339 -0.2778 4.2462
H -2.5098 -1.1234 4.3915
H -2.4812 0.5766 3.9953
H -1.3760 -0.0932 5.2235
C 1.2017 0.4375 4.4841
H 1.2913 -0.1989 5.3806
H 0.6595 1.3458 4.7854
H 2.2274 0.7646 4.2487
C 2.7341 -1.2115 2.4271
H 3.0253 -1.6938 3.3719
H 3.2872 -0.2634 2.3182
H 3.0814 -1.8804 1.6402
C 0.7394 -2.8611 0.7499
H 1.4415 -3.4586 1.3463
H 1.2405 -2.5891 -0.1836
H -0.1132 -3.4911 0.4938
C -1.2821 1.3628 -2.1131
C -2.0064 0.1598 -2.6542
C -1.3183 -0.5181 -3.8554
C 0.2151 -0.6150 -4.1164
C 1.0879 -0.4829 -2.9915
C 1.6343 0.7738 -2.4378
C 0.9682 2.0568 -3.0419
C -0.5528 2.2228 -3.1128
H -1.7491 0.0287 -4.7051
H 0.4778 0.1586 -4.8473
H -1.6523 -1.5584 -3.9141
H -0.8818 1.9726 -4.1262
H -1.9732 2.0284 -1.5567
H -2.9824 0.4568 -3.1323
H -0.8748 3.2727 -2.9402
H 1.2309 2.8692 -2.3730
H 2.7532 0.8023 -2.6241
H 1.4982 2.1411 -3.9924
H 0.4643 -1.5947 -4.5856
H 1.6471 -1.3666 -2.6986
P -2.5507 -0.8731 -1.2434
C -3.9466 0.2756 -0.7617
C -2.3551 -2.6103 -1.5134
P 2.7557 0.8385 0.3069
C 1.3163 0.7519 -0.9634
C 3.7602 -0.4401 -0.5658
C 2.9001 2.6193 -0.1928
H -3.5059 1.0886 -0.1302
H -4.5604 -0.3961 -0.1273
H -4.4863 0.7481 -1.6178
H -1.8128 -3.0294 -2.3583
H -3.3562 -2.9974 -1.4617
H -1.8374 -2.8963 -0.6099
H 2.4384 2.7974 -1.1869
H 3.9655 2.8658 -0.1238
H 2.3205 3.1939 0.5575
H 0.6964 1.6356 -0.8520
H 0.8703 -0.3522 -0.8725
H 4.4178 -0.9013 0.1965
H 4.3361 0.0993 -1.3388
H 3.1148 -1.2295 -1.0290
C -0.4686 2.6229 2.4717
C -0.5627 1.8110 1.2351
O -1.4680 2.1520 0.3384
H -1.0484 2.1463 3.2838
H -0.7752 3.7062 2.4239
H 0.5612 2.6720 2.7955
```

---

Record 5
A structure of composition C5H10O2, computed with ωB97M-V with the def2-TZVPD basis set.

* M: 102.13 g mol⁻¹
* energy above the lowest of the compared OMol25 structures with the same formula, charge and spin: 5.046 eV
* HOMO-LUMO gap: 9.8 eV
* E_tot: -346.83999 a.u.

```
17
C5H10O2 ωB97M-V with the def2-TZVPD basis set
C -0.0604 -1.6323 -0.9300
C 0.2384 -0.5373 -0.1145
O -0.2878 -1.5058 1.5177
C 1.3130 0.4144 0.2490
C -0.1581 0.8506 0.2145
C -0.6559 1.7370 -0.9002
O -0.7893 1.1121 1.4191
H 0.7625 -2.1751 -1.3912
H -0.3095 -2.0637 0.3688
H -1.0032 -1.6203 -1.4738
H 0.4849 -1.7980 2.0279
H 1.7603 0.3583 1.2364
H 1.9940 0.7044 -0.5503
H -0.5098 2.7850 -0.6203
H -0.1211 1.5450 -1.8353
H -1.7253 1.5694 -1.0608
H -0.8813 0.2407 1.8513
```

---

Record 6
A cluster of 2 separate species, C28H48N3O7PS in total at a distorted geometry, computed with ωB97M-V with the def2-TZVPD basis set.

* M: 601.75 g mol⁻¹
* HOMO-LUMO gap: 9.0 eV
* SMILES: CCC[C@]1([PH2]=S)C(=O)N[C@@](CCCN)(COCOCCO)[C@]1(CCC(N)=O)COc1ccccc1.C1CCOC1
* E_tot: -2526.02386 a.u.

```
88
C28H48N3O7PS ωB97M-V with the def2-TZVPD basis set
C 5.1433 0.2780 -0.3957
C 4.6994 1.2683 0.7715
C 3.2473 1.8438 0.5892
C 2.1485 1.2638 1.6359
P 2.7900 1.9983 3.2298
S 1.9713 3.6882 3.7763
C 2.4463 -0.2970 1.4190
O 3.1399 -1.0473 2.0316
N 1.7066 -0.5339 0.2017
C 0.3717 0.1855 0.2612
C 0.1329 0.4180 -1.2817
C -1.3328 1.0226 -1.4899
C -2.2153 0.1880 -2.4745
N -3.5060 0.9326 -2.7065
C -0.5569 -1.0037 0.7401
O -1.1050 -1.8367 -0.2806
C -0.2509 -2.8881 -0.6760
O -0.0966 -3.9326 0.2958
C 1.3324 -4.2004 0.3585
C 1.8736 -5.0187 -0.8629
O 2.5657 -4.1859 -1.8407
C 0.6087 1.4547 1.2316
C -0.4786 1.5525 2.3998
C -0.3046 0.8582 3.7765
C 0.0609 -0.6407 3.9164
N -1.0144 -1.6122 3.7844
O 1.1433 -1.0866 4.2277
C 0.3277 2.8978 0.6157
O 0.9552 3.2149 -0.6228
C 0.7113 4.5092 -1.0401
C 0.1521 4.6625 -2.3949
C -0.1070 5.9617 -2.9696
C 0.2021 7.1661 -2.2086
C 0.7315 7.0606 -0.8619
C 0.9891 5.7233 -0.3055
H 6.0218 -0.3030 -0.0291
H 5.3603 0.8305 -1.3471
H 4.2889 -0.4284 -0.5756
H 5.4170 2.1371 0.7050
H 4.9005 0.7946 1.7658
H 2.8957 1.7626 -0.4720
H 3.2932 2.9501 0.8139
H 2.4742 1.0418 4.2528
H 4.1975 2.1580 3.2786
H 2.1614 -0.2840 -0.6780
H 0.9116 1.0883 -1.7494
H 0.2399 -0.5234 -1.8909
H -1.8453 1.0611 -0.4840
H -1.2942 2.0779 -1.8709
H -1.7154 0.0605 -3.4739
H -2.5041 -0.8237 -2.0988
H -4.2063 0.1924 -2.8376
H -3.8014 1.4003 -1.8449
H -1.4165 -0.7227 1.3968
H 0.0901 -1.6662 1.3846
H 0.7359 -2.5258 -1.0817
H -0.7559 -3.3771 -1.5646
H 1.4538 -4.8656 1.2622
H 1.9142 -3.2708 0.5868
H 2.6738 -5.7041 -0.4641
H 1.0911 -5.5780 -1.4301
H 2.0414 -4.1473 -2.6569
H -0.6538 2.6367 2.6611
H -1.4622 1.2689 1.9230
H 0.3862 1.4318 4.4568
H -1.3010 0.9612 4.3068
H -1.9220 -1.1512 3.8678
H -0.8542 -2.2551 4.5666
H 0.5911 3.7088 1.3533
H -0.7943 2.9674 0.4996
H -0.0721 3.7438 -2.9925
H -0.5023 6.0738 -3.9997
H 0.0331 8.1708 -2.6559
H 0.9771 7.9416 -0.2253
H 1.4148 5.6771 0.7201
C -5.0325 -4.1671 -0.3047
C -3.6414 -4.5348 -0.7842
C -3.8633 -4.7301 -2.2732
O -4.9297 -3.8496 -2.6504
C -5.5546 -3.3397 -1.4660
H -5.0428 -3.6261 0.6419
H -5.6367 -5.0718 -0.1880
H -2.9579 -3.6981 -0.6146
H -3.2271 -5.4171 -0.2959
H -4.1777 -5.7551 -2.4978
H -2.9736 -4.5022 -2.8643
H -5.2696 -2.2863 -1.3621
H -6.6396 -3.3977 -1.5701
```

---

Record 7
An isolated molecule of C4H6N2O, computed with ωB97M-V with the def2-TZVPD basis set.

* M: 98.10 g mol⁻¹
* energy above the lowest of the compared OMol25 structures with the same formula, charge and spin: 0.558 eV
* HOMO-LUMO gap: 8.7 eV
* SMILES: Cc1ncc(O)[nH]1
* E_tot: -340.77439 a.u.

```
13
C4H6N2O ωB97M-V with the def2-TZVPD basis set
C -0.5730 -1.8578 0.9998
C -0.3864 -0.5129 0.3795
N -1.1527 0.5297 0.5535
C -0.5837 1.5558 -0.1776
C 0.5525 1.1070 -0.7836
O 1.5074 1.6660 -1.5658
N 0.6758 -0.2123 -0.4407
H -1.2799 -1.7555 1.8255
H 0.3712 -2.2474 1.3970
H -0.9741 -2.5934 0.2933
H -1.0180 2.5463 -0.2117
H 1.4107 2.6245 -1.5090
H 1.4102 -0.8283 -0.7523
```

---

Record 8
A cluster of 14 separate species, C6H38O15 in total at a distorted geometry, computed with ωB97M-V with the def2-TZVPD basis set.

* M: 350.36 g mol⁻¹
* energy above the lowest of the compared OMol25 structures with the same formula, charge and spin: 0.544 eV
* HOMO-LUMO gap: 10.6 eV
* E_tot: -1380.00307 a.u.

```
59
C6H38O15 ωB97M-V with the def2-TZVPD basis set
O -2.6778 0.3974 -1.2407
C -2.0163 -0.5575 -0.9725
O -2.4874 -1.6907 -0.3890
C -0.5434 -0.7901 -1.2420
C -0.3586 -1.4981 -2.6142
C 1.1720 -1.3973 -2.9310
C 1.4398 -0.6483 -4.2989
C 0.7044 0.6407 -4.5821
H -3.0426 -0.0954 3.9668
H 0.0227 0.1296 -1.3252
H -0.1284 -1.4691 -0.5007
H -0.9269 -0.9210 -3.3411
H -0.5340 -2.5674 -2.6924
H 1.5513 -2.3791 -3.2015
H 1.7320 -0.7820 -2.2384
H 2.5279 -0.5126 -4.3571
H 1.3830 -1.4121 -5.0838
H 1.3206 1.5010 -4.3117
H -0.2298 0.7776 -4.0333
H 0.4527 0.7672 -5.6351
H -0.1102 -4.4921 0.9591
H -1.6190 -4.7939 0.6890
O -0.9846 -4.5498 1.3633
H -1.1923 3.0642 -1.2382
H -2.5008 2.4876 -1.2561
O -2.0368 3.1903 -0.7720
H -1.0793 -2.2976 3.0124
H -0.6770 -1.0750 2.2083
O -0.4938 -1.5281 3.0417
H 2.1898 -4.4226 -0.0738
H 1.0268 -3.9245 -0.9687
O 1.5009 -4.7091 -0.6814
H 0.6166 1.3935 1.0261
H -0.6410 2.0838 1.6278
O -0.1144 1.2564 1.6365
H 0.9073 2.4864 -1.9580
H 1.0201 3.0591 -0.5508
O 0.4954 2.4371 -1.0916
H -3.4145 -1.6056 -0.1218
H -2.3479 0.4122 2.7803
O -3.1613 -0.0427 3.0122
H 2.6746 4.6889 0.4373
H 1.2435 5.0975 -0.2031
O 1.9638 4.4755 -0.1589
H -2.2044 4.0364 1.3482
H -0.8720 4.5238 1.9880
O -1.4628 3.7686 1.8983
H 0.6929 3.2312 1.9842
H 1.6301 3.6238 3.0511
O 1.0142 4.0251 2.4246
H 0.9401 1.1373 2.9695
H 2.0824 1.0916 4.0380
O 1.8383 1.4085 3.1659
H 1.5580 -1.7242 1.7483
H 0.5177 -2.7537 1.8635
O 1.2828 -2.5380 1.3091
H 4.5123 -2.4915 -0.4424
H 3.1903 -2.3846 0.2231
O 4.0729 -2.7304 0.3421
```

---

Q: Look up the M of the fourth one.
A: 470.44 g mol⁻¹

---

Repeat the first record exactly.
The ion C4H12N4S with charge +2 at a distorted geometry, computed with ωB97M-V with the def2-TZVPD basis set.

* total charge: +2
* M: 148.24 g mol⁻¹
* energy above the lowest of the compared OMol25 structures with the same formula, charge and spin: 5.145 eV
* HOMO-LUMO gap (spin up / spin down): 7.2 / 6.9 eV
* E_tot: -775.98284 a.u.

```
21
C4H12N4S ωB97M-V with the def2-TZVPD basis set
C 1.4832 0.1411 -0.1890
C -1.3808 0.9833 1.3257
C -2.0065 0.4868 -1.1081
C -0.9842 0.8165 -0.0721
N 2.5567 -0.5839 0.0701
N 0.0705 -0.2243 -0.1576
N 2.8546 -1.6812 0.6872
N -0.3650 -1.4482 -0.3428
S 1.9014 1.7764 -0.5907
H -1.4807 -0.0209 1.7392
H -0.6539 1.4513 1.9563
H -2.3469 1.4005 1.5242
H -2.9043 -0.0906 -0.8201
H -1.5296 0.0954 -2.0180
H -2.4475 1.4823 -1.4111
H -0.5419 1.8074 -0.4899
H 3.7891 -1.8604 0.9916
H 2.0366 -2.2852 1.2070
H 0.1435 -2.0615 -1.0082
H -1.3862 -1.6389 -0.1669
H 3.1919 1.4544 -1.1268
```

---

Q: Among the records above, which one has the highest M?
A: C28H48N3O7PS

---

What did the second record say?
A cluster of 2 separate species, C2H3N2O2S in total at a distorted geometry, computed with ωB97M-V with the def2-TZVPD basis set.

* total charge: -1
* M: 119.12 g mol⁻¹
* energy above the lowest of the compared OMol25 structures with the same formula, charge and spin: 5.609 eV
* HOMO-LUMO gap (spin up / spin down): 6.4 / 6.4 eV
* E_tot: -736.01705 a.u.

```
10
C2H3N2O2S ωB97M-V with the def2-TZVPD basis set
C 0.5989 -1.1217 -0.8285
C -1.5060 0.2635 -0.2487
N 1.3186 -0.5983 0.1807
N 2.1802 0.3691 -0.0492
O 2.7559 0.8103 0.9725
O -1.6218 1.3458 -0.9752
S -2.5615 -0.1353 0.9427
H 0.0161 -1.9788 -0.4227
H 1.2187 -0.8553 1.1865
H -2.3991 1.9007 -0.7578
```